The following is a quantum chemistry calculation of a single C2H4N4 molecule in a non-equilibrium geometry, from the OMol25 dataset.

Geometry as ORCA input:
```
! wB97M-V def2-TZVPD RIJCOSX def2/J DEFGRID3
* xyz 0 1
C -1.25 -0.61 0.17
N 0.11 0.62 -0.81
C 1.10 1.13 -0.17
N 1.93 0.16 0.35
N 1.36 -0.96 0.14
N 0.19 -0.71 -0.56
H -1.16 -1.34 0.94
H -1.96 -0.84 -0.62
H -1.53 0.37 0.60
H 1.21 2.19 -0.03
*
```

For the relative energy (zero: lowest compared OMol25 entry of this formula, charge and spin), the calculation gives 332.8 kJ/mol. The calculation puts the total energy at -8095.86517 eV. The frontier orbital gap comes out at 10.99 eV.